{"formula": "C17H7Cl52FNO2", "method": "ωB97M-V with the def2-TZVPD basis set", "fmax_ev_per_a": 1.3, "gap_ev": 6.21, "lumo_energy_ev": 1.159, "charge": -1, "e_tot_ev": -677209.378, "symbols": ["C", "C", "F", "N", "C", "C", "O", "O", "H", "H", "H", "H", "H", "H", "H", "C", "Cl", "Cl", "Cl", "Cl", "C", "Cl", "Cl", "Cl", "Cl", "C", "Cl", "Cl", "Cl", "Cl", "C", "Cl", "Cl", "Cl", "Cl", "C", "Cl", "Cl", "Cl", "Cl", "C", "Cl", "Cl", "Cl", "Cl", "C", "Cl", "Cl", "Cl", "Cl", "C", "Cl", "Cl", "Cl", "Cl", "C", "Cl", "Cl", "Cl", "Cl", "C", "Cl", "Cl", "Cl", "Cl", "C", "Cl", "Cl", "Cl", "Cl", "C", "Cl", "Cl", "Cl", "Cl", "C", "Cl", "Cl", "Cl", "Cl"], "positions_angstrom": [[2.874, 4.167, 3.394], [2.194, 2.809, 3.252], [1.039, 3.008, 2.493], [1.873, 2.274, 4.535], [2.829, 1.292, 5.023], [3.077, 0.015, 4.193], [4.205, -0.500, 4.386], [2.198, -0.420, 3.401], [3.430, 4.401, 2.488], [2.121, 4.918, 3.607], [3.562, 4.072, 4.228], [2.867, 2.162, 2.671], [0.910, 1.990, 4.612], [3.795, 1.767, 5.170], [2.473, 0.944, 5.990], [5.807, 0.539, 1.176], [6.467, 0.927, -0.431], [5.320, -1.143, 1.228], [7.040, 0.848, 2.401], [4.400, 1.566, 1.497], [3.163, 6.968, -0.649], [2.121, 5.703, -0.013], [2.206, 8.421, -0.975], [4.422, 7.346, 0.532], [3.917, 6.417, -2.151], [-1.886, 0.442, 2.299], [-2.885, 0.609, 3.764], [-2.036, 1.900, 1.305], [-0.205, 0.210, 2.742], [-2.471, -0.947, 1.358], [0.163, -3.994, 3.746], [-0.780, -5.449, 4.146], [1.719, -4.040, 4.572], [0.431, -3.939, 2.001], [-0.728, -2.567, 4.248], [0.536, 2.224, -2.162], [-0.843, 3.075, -2.882], [0.420, 0.496, -2.524], [2.037, 2.869, -2.844], [0.525, 2.443, -0.423], [-1.972, 0.539, -6.034], [-3.036, 1.197, -4.789], [-0.347, 1.193, -5.844], [-1.913, -1.217, -5.881], [-2.600, 0.976, -7.633], [-1.121, -4.652, -8.326], [-2.495, -3.810, -9.044], [-1.246, -6.385, -8.658], [0.381, -4.028, -9.015], [-1.127, -4.389, -6.584], [-0.037, -3.200, 8.276], [-1.488, -2.343, 7.763], [-0.126, -4.917, 7.823], [1.367, -2.488, 7.497], [0.117, -3.075, 10.037], [-6.610, -3.490, -9.066], [-5.630, -2.032, -8.905], [-5.740, -4.869, -8.396], [-8.132, -3.270, -8.196], [-6.949, -3.782, -10.777], [-4.947, -5.234, 7.036], [-5.877, -5.143, 8.539], [-5.255, -3.792, 6.066], [-3.230, -5.330, 7.408], [-5.443, -6.670, 6.129], [-7.507, 1.897, -8.648], [-8.492, 2.166, -7.208], [-7.625, 3.302, -9.714], [-5.823, 1.659, -8.175], [-8.087, 0.463, -9.497], [6.708, 7.758, 3.791], [5.520, 6.469, 3.930], [6.032, 9.262, 4.430], [8.159, 7.331, 4.705], [7.134, 7.987, 2.089], [-0.175, -6.382, -3.306], [-1.536, -6.848, -4.335], [0.123, -4.646, -3.461], [-0.551, -6.761, -1.626], [1.268, -7.270, -3.806]], "forces_ev_per_angstrom": [[-0.006, -0.580, -0.177], [0.585, 0.764, -0.054], [-0.202, -0.069, -0.019], [-0.205, 0.015, 0.235], [-0.493, -0.123, -0.145], [0.821, -0.778, -0.669], [-0.379, 0.216, 0.182], [-0.190, 0.538, 0.378], [0.013, 0.260, -0.100], [-0.039, 0.202, 0.096], [0.172, 0.177, 0.122], [-0.994, -0.031, 0.591], [-0.001, -0.260, -0.276], [0.135, 0.053, 0.107], [0.071, 0.073, 0.248], [-0.116, -0.044, 0.083], [0.018, 0.029, -0.025], [-0.004, 0.003, -0.022], [0.021, 0.019, -0.017], [0.786, -0.343, -0.551], [-0.035, -0.075, 0.070], [-0.035, -0.040, -0.016], [0.000, 0.028, -0.009], [-0.098, -0.007, -0.120], [0.012, 0.005, -0.028], [0.326, -0.007, -0.059], [-0.041, 0.000, -0.028], [-0.462, 0.049, 0.206], [-0.114, -0.008, -0.078], [-0.063, -0.024, 0.013], [0.167, 0.090, -0.005], [-0.003, -0.058, 0.001], [-0.036, -0.129, -0.197], [-0.040, -0.009, -0.046], [-0.071, -0.197, 0.156], [0.044, -0.018, 0.126], [0.064, 0.070, 0.088], [-0.012, -0.023, 0.027], [-0.006, -0.005, -0.049], [0.327, 0.089, -0.113], [0.036, 0.015, 0.175], [-0.062, -0.026, -0.076], [-0.028, 0.035, -0.180], [-0.028, -0.005, -0.094], [0.040, -0.037, -0.069], [-0.026, 0.113, -0.006], [0.070, 0.034, -0.051], [-0.012, -0.017, -0.003], [0.013, -0.010, -0.001], [0.076, -0.034, -0.104], [0.196, 0.050, -0.074], [-0.050, -0.028, 0.034], [0.023, 0.113, 0.048], [0.006, 0.151, 0.165], [-0.001, -0.035, 0.035], [0.010, 0.015, 0.026], [0.093, -0.032, 0.032], [-0.090, -0.039, 0.021], [-0.022, 0.009, 0.001], [-0.008, -0.001, -0.024], [0.054, 0.019, -0.025], [-0.020, -0.005, 0.013], [-0.007, 0.010, -0.010], [-0.165, -0.084, -0.031], [-0.016, -0.013, -0.003], [0.021, -0.003, -0.002], [-0.003, 0.004, 0.014], [-0.007, 0.014, -0.011], [-0.027, -0.008, 0.034], [-0.074, 0.022, -0.036], [-0.033, -0.064, 0.021], [-0.012, -0.014, -0.006], [0.001, 0.023, 0.001], [0.017, 0.013, 0.004], [0.135, 0.042, 0.070], [-0.012, 0.006, 0.060], [-0.008, -0.087, 0.100], [-0.012, -0.005, 0.040], [0.007, 0.009, 0.011], [0.010, -0.004, -0.026]]}